# 1
Below is 7 unconnected molecules or ions with the total composition C54H42Cl2F5NO16S, with properties calculated with ωB97M-V/def2-TZVPD.

## Properties
LUMO = -0.0678 Ha
electronic energy = -140367.7262 eV
SMILES = C=C[C@@]1(Cl)C(=O)N[C@H](S(=O)(=O)C(F)(F)C(F)(F)F)[C@]1(Cl)C[C@H](C)OCc1ccccc1.O=C1C=CC(=O)C=C1.O=C1C=CC(=O)C=C1.O=C1C=CC(=O)C=C1.O=C1C=CC(=O)C=C1.O=C1C=CC(=O)C=C1.O=C1C=CC(=O)C=C1
Kohn-Sham gap = 6.6 eV

Positions of all 121 atoms, in Å:
C  1.51171  -2.71341  6.26783
C  2.09226  -2.04373  5.04089
C  1.04549  -1.43458  3.93602
Cl  -0.39642  -2.59122  4.07095
C  0.37342  -0.00137  4.42706
O  0.55039  0.71074  5.54544
N  -0.56907  0.31133  3.24620
C  0.34399  0.04251  2.03123
S  -0.44879  -0.12119  0.34151
O  0.36117  0.69562  -0.73926
O  -1.84118  0.61717  0.42870
C  -0.81488  -1.87581  -0.20019
F  0.14449  -2.28454  -1.29365
F  -0.81372  -2.88081  0.89116
C  -2.32364  -1.98956  -0.91316
F  -2.52919  -1.00223  -1.99779
F  -2.33546  -3.36006  -1.54920
F  -3.35849  -1.98503  0.14643
C  1.58101  -0.94199  2.46710
Cl  2.88529  0.33039  2.97198
C  2.19698  -2.02373  1.40093
C  3.82778  -2.26358  1.53664
C  4.59955  -1.26661  0.43817
O  4.09070  -3.64601  1.04440
C  5.28331  -4.22362  1.68545
C  6.68137  -3.92816  0.81620
C  7.85967  -2.89465  1.39274
C  9.18191  -2.61480  0.46248
C  9.42413  -3.28818  -1.04399
C  8.24807  -4.32771  -1.55312
C  6.90911  -4.63863  -0.65895
H  1.61593  -3.88837  6.38230
H  0.91655  -2.15364  7.10916
H  3.24481  -1.97052  4.85098
H  -0.60050  1.37333  3.17837
H  0.88661  1.10166  1.93559
H  1.68622  -3.08444  1.44250
H  2.03010  -1.60624  0.29912
H  4.24390  -2.13872  2.62313
H  5.13174  -1.92807  -0.40122
H  5.41638  -0.69029  1.09061
H  3.87388  -0.50486  -0.07615
H  5.14711  -5.40789  1.62390
H  5.39758  -3.97939  2.82740
H  7.76981  -2.35816  2.44508
H  10.05556  -1.89036  0.82468
H  10.36847  -3.05005  -1.71788
H  8.38396  -4.82206  -2.60503
H  6.08092  -5.37992  -1.06077
C  -4.13519  -0.29780  5.51844
C  -2.94199  -0.89899  5.55292
C  -2.47121  -1.59815  6.76484
O  -1.37841  -2.14697  6.79795
C  -3.37022  -1.60861  7.93594
C  -4.56342  -1.00742  7.90145
C  -5.03420  -0.30825  6.68953
O  -6.12700  0.24056  6.65642
H  -4.49535  0.22000  4.63786
H  -2.27138  -0.90082  4.70199
H  -3.01006  -2.12640  8.81652
H  -5.23403  -1.00559  8.75238
C  4.08921  -4.98202  -3.85637
C  3.47323  -4.23498  -4.77768
C  4.15839  -3.83466  -6.02248
O  3.59604  -3.14925  -6.86538
C  5.54925  -4.29295  -6.21034
C  6.16523  -5.03999  -5.28902
C  5.48007  -5.44031  -4.04423
O  6.04243  -6.12572  -3.20133
H  3.60135  -5.28378  -2.93758
H  2.45303  -3.89153  -4.65497
H  6.03712  -3.99119  -7.12913
H  7.18543  -5.38343  -5.41173
C  -8.79794  -1.08646  7.78290
C  -9.82291  -0.99697  6.92982
C  -11.19917  -1.32848  7.34842
O  -12.13761  -1.24877  6.56772
C  -11.39900  -1.76090  8.74587
C  -10.37403  -1.85039  9.59896
C  -8.99777  -1.51888  9.18036
O  -8.05932  -1.59859  9.96105
H  -7.78227  -0.84775  7.49188
H  -9.69279  -0.68066  5.90179
H  -12.41466  -1.99961  9.03689
H  -10.50414  -2.16670  10.62698
C  -0.48826  5.24495  -3.48436
C  -1.16247  4.53945  -4.39762
C  -1.80917  3.25833  -4.05162
O  -2.42477  2.61096  -4.88736
C  -1.68342  2.78812  -2.65775
C  -1.00921  3.49362  -1.74449
C  -0.36251  4.77474  -2.09048
O  0.25309  5.42211  -1.25474
H  -0.00744  6.18609  -3.72168
H  -1.26437  4.87124  -5.42395
H  -2.16424  1.84698  -2.42043
H  -0.90731  3.16183  -0.71816
C  -2.39900  10.32615  -5.36519
C  -1.20581  9.72496  -5.33070
C  -0.73503  9.02580  -4.11879
O  0.35777  8.47698  -4.08568
C  -1.63404  9.01534  -2.94769
C  -2.82723  9.61653  -2.98218
C  -3.29802  10.31569  -4.19409
O  -4.39082  10.86451  -4.22720
H  -2.75917  10.84394  -6.24577
H  -0.53519  9.72313  -6.18164
H  -1.27388  8.49754  -2.06711
H  -3.49785  9.61836  -2.13124
C  0.42545  2.85151  -9.35516
C  0.36933  1.71998  -10.06425
C  -0.04279  0.44603  -9.44263
O  -0.09252  -0.59051  -10.09042
C  -0.39185  0.47124  -8.00829
C  -0.33573  1.60277  -7.29920
C  0.07639  2.87673  -7.92082
O  0.12612  3.91326  -7.27303
H  0.72637  3.79427  -9.79550
H  0.62152  1.68521  -11.11735
H  -0.69277  -0.47152  -7.56795
H  -0.58792  1.63754  -6.24610

***

# 2
Below is a molecular structure, C54H42Cl3FGeP3PtSi, with properties calculated with ωB97M-V/def2-TZVPD.

## Properties
<S²> = 2.009
LUMO (spin up / spin down) = -0.0864 / -0.1795 Ha
electronic energy = -192469.6308 eV
spin multiplicity = 3
net charge = +1
Kohn-Sham gap (spin up / spin down) = 7.9 / 5.3 eV

Positions of all 106 atoms, in Å:
Pt  0.40881  0.75793  0.14459
F  -1.45094  -4.24318  -0.22138
Ge  -0.87522  -2.57619  -0.08185
C  -2.35777  -1.68243  -0.90991
C  -3.27048  -2.65064  -1.42525
C  -4.65652  -2.44831  -1.39828
C  -5.11079  -1.15905  -1.08401
C  -4.23556  -0.12791  -0.82500
C  -2.82848  -0.38136  -0.78134
P  -1.86541  1.14743  -0.17693
C  -2.27641  2.46185  -1.38813
C  -2.96936  2.18890  -2.55954
C  -3.39791  3.24244  -3.40661
C  -2.89747  4.53745  -3.20075
C  -2.32992  4.79393  -1.97287
C  -1.93028  3.80589  -1.09267
C  -2.74999  1.57317  1.32148
C  -3.04783  2.89135  1.67011
C  -3.78905  3.20485  2.82962
C  -4.08720  2.21849  3.69220
C  -3.82363  0.86915  3.35810
C  -3.18906  0.55386  2.18565
C  0.71966  -2.88169  -1.14236
C  1.11376  -4.22332  -1.08700
C  1.97141  -4.76996  -2.02892
C  2.54335  -3.88118  -2.96066
C  2.34500  -2.49839  -2.89183
C  1.48335  -1.94914  -1.89234
P  1.43584  -0.16152  -1.83956
C  0.44423  0.39241  -3.27642
C  -0.35264  -0.55122  -3.91108
C  -0.89011  -0.32857  -5.17816
C  -0.79062  0.95731  -5.74121
C  -0.01445  1.87622  -5.08708
C  0.62180  1.63578  -3.88966
C  3.10703  0.45031  -2.21191
C  3.53736  0.46752  -3.52138
C  4.88076  0.72110  -3.81172
C  5.84523  0.69646  -2.79823
C  5.38809  0.54427  -1.44393
C  4.04721  0.54329  -1.15544
C  -1.10457  -2.34416  1.88448
C  -2.00774  -3.28350  2.35441
C  -2.31936  -3.28983  3.69560
C  -1.58026  -2.53249  4.62813
C  -0.65836  -1.56511  4.12996
C  -0.42052  -1.51456  2.75039
P  0.86724  -0.42481  2.10045
C  2.27206  -1.44639  2.00274
C  3.53617  -0.83712  2.15723
C  4.68568  -1.66212  2.18547
C  4.57151  -3.01564  1.91501
C  3.34941  -3.64254  1.63858
C  2.19095  -2.87935  1.81869
C  1.03125  0.72763  3.44279
C  1.94033  0.64267  4.48721
C  2.21186  1.67790  5.43673
C  1.31586  2.74593  5.43013
C  0.26943  2.78907  4.54123
C  0.09569  1.76937  3.56518
H  -2.81497  -3.60741  -1.78215
H  -5.36620  -3.31857  -1.41354
H  -6.18009  -0.97463  -1.12816
H  -4.64032  0.86361  -0.65909
H  -3.12997  1.16364  -2.91388
H  -4.12837  3.01985  -4.19572
H  -2.82568  5.28923  -3.98751
H  -2.11636  5.85390  -1.81701
H  -1.27688  4.06859  -0.24653
H  -2.81389  3.72743  0.97102
H  -4.10075  4.27200  2.88293
H  -4.50779  2.40898  4.67074
H  -4.06251  0.21181  4.16413
H  -3.13196  -0.56079  1.88827
H  0.62213  -4.91508  -0.37921
H  2.07047  -5.82424  -2.26789
H  3.05430  -4.28123  -3.85673
H  2.69723  -1.89045  -3.76709
H  -0.48358  -1.50048  -3.40480
H  -1.46275  -1.11516  -5.72893
H  -1.30107  1.14805  -6.63981
H  0.06885  2.94030  -5.44103
H  1.18533  2.39901  -3.36026
H  2.94679  0.23954  -4.45951
H  5.20305  1.01855  -4.82538
H  6.90970  0.74955  -3.04678
H  6.08647  0.41074  -0.67822
H  3.65043  0.62309  -0.14030
H  -2.59335  -3.97302  1.72345
H  -2.95220  -4.06318  4.05164
H  -1.78862  -2.67990  5.66722
H  -0.18495  -0.86421  4.76680
H  3.71953  0.25141  2.14972
H  5.69561  -1.27818  2.34621
H  5.46339  -3.64292  1.92845
H  3.33496  -4.65659  1.23015
H  1.20709  -3.39871  1.68485
H  2.52882  -0.24073  4.69655
H  3.02334  1.51949  6.15492
H  1.54255  3.61611  6.01832
H  -0.45840  3.64146  4.62204
H  -0.82403  1.85279  2.95986
Cl  3.32394  2.58229  1.62676
Si  1.52265  2.79411  0.55288
Cl  2.02468  3.88464  -1.16918
Cl  0.31095  4.30305  1.57909

***

# 3
Below is a molecular structure, C54H42MgO3P3S2Si, with properties calculated with ωB97M-V/def2-TZVPD.

## Properties
LUMO = 0.0847 Ha
electronic energy = -125687.2595 eV
net charge = -1
Kohn-Sham gap = 7.0 eV

Positions of all 106 atoms, in Å:
Mg  1.77037  0.18753  0.53007
C  -3.15478  6.16952  0.76462
C  -2.70092  6.04920  -0.53817
C  -2.23831  4.82220  -1.00219
C  -2.21489  3.70555  -0.17323
C  -2.67927  3.84087  1.13823
C  -3.14620  5.05852  1.60215
P  -1.44034  2.17890  -0.86388
C  0.16059  2.41922  0.01351
C  1.25958  2.69354  -0.81017
C  2.46204  3.13620  -0.26980
C  2.58108  3.31396  1.09834
C  1.50225  3.03736  1.92993
C  0.30190  2.59621  1.39316
C  -2.47637  0.84424  -0.12284
C  -3.83807  1.17115  -0.06940
C  -4.82210  0.21565  0.11337
C  -4.45844  -1.11449  0.22880
C  -3.11498  -1.44754  0.19341
C  -2.08778  -0.50772  0.02369
Si  -0.30401  -1.24328  0.17239
C  0.15717  -2.39004  -1.30029
C  0.99047  -3.48175  -0.99855
C  1.58756  -4.24897  -1.98066
C  1.38186  -3.95069  -3.32191
C  0.59854  -2.86224  -3.65099
C  0.00008  -2.07868  -2.65960
P  -0.94788  -0.59266  -3.13589
C  -1.88062  -1.25502  -4.57702
C  -2.56607  -2.46033  -4.40884
C  -3.38277  -2.96354  -5.40886
C  -3.53262  -2.27456  -6.60492
C  -2.85602  -1.07796  -6.78554
C  -2.04336  -0.57064  -5.77976
C  0.33607  0.48728  -3.86522
C  1.69770  0.24959  -3.68918
C  2.64012  1.18459  -4.10094
C  2.23888  2.36269  -4.71021
C  0.88198  2.62422  -4.87040
C  -0.05742  1.70792  -4.42683
C  -0.66496  -2.46717  1.62411
C  -1.12041  -3.77973  1.42432
C  -1.53408  -4.58198  2.47342
C  -1.51137  -4.09800  3.77757
C  -1.05360  -2.81497  4.00694
C  -0.62350  -2.01326  2.94801
P  0.06784  -0.35424  3.26780
C  -1.36451  0.58750  3.88620
C  -1.17169  1.78437  4.58362
C  -2.23697  2.62948  4.85555
C  -3.51407  2.30671  4.41418
C  -3.71478  1.13154  3.70456
C  -2.65206  0.27708  3.44530
C  1.14270  -0.68705  4.70709
C  0.84130  -0.41249  6.03788
C  1.76540  -0.68878  7.03816
C  2.99672  -1.24076  6.71762
C  3.30493  -1.51944  5.39167
C  2.38767  -1.23888  4.39220
H  -3.51838  7.12251  1.12842
H  -2.70803  6.90681  -1.19942
H  -1.88488  4.72960  -2.02309
H  -2.68923  2.98209  1.80073
H  -3.50301  5.14358  2.62147
H  1.17048  2.54278  -1.87874
H  3.31325  3.29158  -0.91870
H  3.52849  3.61729  1.52205
H  1.60524  3.14621  3.00239
H  -0.54271  2.41250  2.04192
H  -4.14986  2.19855  -0.20214
H  -5.86294  0.51469  0.14569
H  -5.20723  -1.88797  0.35215
H  -2.85304  -2.49154  0.31347
H  1.22470  -3.70709  0.03381
H  2.23910  -5.06672  -1.69822
H  1.85452  -4.53947  -4.09830
H  0.45337  -2.59754  -4.69279
H  -2.45223  -3.01458  -3.48454
H  -3.90103  -3.90186  -5.25310
H  -4.16567  -2.66962  -7.38948
H  -2.95474  -0.53239  -7.71622
H  -1.51458  0.35592  -5.95436
H  2.03792  -0.64308  -3.18186
H  3.68858  0.98806  -3.91771
H  2.97557  3.08833  -5.03221
H  0.55542  3.55877  -5.31064
H  -1.10957  1.96254  -4.48017
H  -1.17806  -4.17559  0.41786
H  -1.88442  -5.58798  2.27335
H  -1.83488  -4.72133  4.60202
H  -1.00278  -2.43284  5.02109
H  -0.17570  2.06593  4.90617
H  -2.06482  3.54868  5.40216
H  -4.34493  2.97099  4.61676
H  -4.70191  0.87719  3.33898
H  -2.82189  -0.62531  2.87138
H  -0.12347  0.00289  6.30247
H  1.51672  -0.47506  8.07076
H  3.71827  -1.44850  7.49812
H  4.26584  -1.93686  5.12035
H  2.66435  -1.44564  3.36182
O  3.26840  -0.02628  -0.75568
S  4.20730  -0.26225  0.42276
O  5.52948  0.25755  0.19016
O  3.46119  0.48832  1.52707
S  4.10610  -2.18750  0.90270

***

# 4
Below is a molecular structure, C54H42N7O4P2PbS4Se2, with properties calculated with ωB97M-V/def2-TZVPD.

## Properties
LUMO = 0.0751 Ha
electronic energy = -273163.7229 eV
net charge = -1
Kohn-Sham gap = 7.6 eV

Positions of all 116 atoms, in Å:
Pb  0.36190  1.08134  2.92024
O  3.14258  5.90558  4.22944
C  3.42122  6.14342  2.93819
C  4.59505  6.83934  2.64778
C  4.90229  7.16545  1.34367
C  4.05006  6.81476  0.29941
C  2.90768  6.09263  0.57800
C  2.59091  5.71975  1.88655
C  1.37420  4.94758  2.23838
O  0.83457  5.05505  3.33125
N  0.84661  4.08074  1.29946
N  -0.27046  3.29140  1.72481
C  -1.35145  3.60368  1.10451
C  -2.63251  3.00726  1.32284
C  -3.68710  3.47485  0.51135
C  -4.98587  3.08319  0.70127
C  -5.26417  2.22567  1.78336
C  -4.26915  1.75266  2.59368
C  -2.88861  2.06168  2.36752
O  -1.99724  1.49554  3.08319
H  2.23072  5.55059  4.27321
H  5.23510  7.12492  3.47152
H  5.81255  7.71442  1.13609
H  4.28158  7.09617  -0.71852
H  2.24211  5.81265  -0.22588
H  -1.30942  4.40706  0.36686
H  -3.44246  4.16902  -0.28655
H  -5.77842  3.44444  0.06032
H  -6.29075  1.93587  1.98177
H  -4.48417  1.09294  3.42558
Se  -4.44647  -2.78201  -1.30455
P  -2.71842  -1.72742  -1.89830
C  -3.12338  -0.45433  -3.12264
C  -3.87358  0.64508  -2.70851
C  -4.25502  1.60482  -3.62686
C  -3.89715  1.47158  -4.96481
C  -3.15611  0.37739  -5.37764
C  -2.76743  -0.58823  -4.45578
C  -1.46386  -2.79643  -2.67104
C  -1.86698  -3.96596  -3.30665
C  -0.92859  -4.78793  -3.91234
C  0.41721  -4.45461  -3.86592
C  0.82402  -3.29091  -3.22755
C  -0.11244  -2.45447  -2.63837
C  -1.79977  -0.77382  -0.67695
C  -1.37292  -0.91606  0.64438
N  -0.58394  0.14975  0.88706
N  -0.50990  0.89070  -0.20361
N  -1.23132  0.35912  -1.15478
P  -1.51372  -2.20478  1.88082
Se  -0.68762  -1.64532  3.77617
C  -3.25840  -2.57786  2.09283
C  -3.68897  -3.84272  2.47693
C  -5.03496  -4.06140  2.72223
C  -5.94220  -3.01608  2.60659
C  -5.50475  -1.74874  2.25067
C  -4.16349  -1.52884  1.99043
C  -0.68912  -3.63898  1.15374
C  -1.37492  -4.50241  0.30004
C  -0.68933  -5.53366  -0.32323
C  0.67436  -5.68919  -0.11766
C  1.36031  -4.81658  0.71447
C  0.67806  -3.79550  1.35740
H  -4.14545  0.75716  -1.66532
H  -4.82738  2.46268  -3.29728
H  -4.19502  2.22618  -5.68215
H  -2.87111  0.27265  -6.41680
H  -2.17780  -1.43682  -4.77978
H  -2.91861  -4.22709  -3.30554
H  -1.24805  -5.69726  -4.40646
H  1.15329  -5.10531  -4.32179
H  1.87429  -3.03585  -3.18008
H  0.21126  -1.54583  -2.14525
H  -2.98100  -4.65607  2.57539
H  -5.37702  -5.04879  3.00475
H  -6.99365  -3.19254  2.79613
H  -6.20811  -0.93126  2.15602
H  -3.82427  -0.54377  1.69722
H  -2.43276  -4.36318  0.10798
H  -1.22125  -6.20222  -0.98751
H  1.20815  -6.48518  -0.62248
H  2.42992  -4.90317  0.84667
H  1.20667  -3.09706  1.99391
S  3.95572  -2.01600  0.25532
C  3.01164  -1.09029  1.21807
N  2.33837  -0.43155  1.91739
S  2.68237  1.51058  5.67354
C  2.56122  -0.12469  5.90612
N  2.65861  -1.06403  4.97287
C  2.60470  -2.45094  5.39098
C  1.81691  -2.45372  6.69327
S  2.24032  -0.86768  7.47471
H  2.74614  -0.80512  3.98767
H  3.61984  -2.82860  5.55006
H  2.11723  -3.05049  4.62287
H  2.09022  -3.28262  7.34180
H  0.74450  -2.47784  6.50134
C  6.34779  -0.67270  -6.47821
C  5.56731  0.15505  -5.48470
O  5.94464  1.21188  -5.06177
S  4.04269  -0.64201  -5.00391
C  3.45460  0.42592  -3.72124
C  3.05991  1.72916  -4.00437
C  2.57758  2.53451  -2.98939
C  2.46438  2.03664  -1.68984
C  2.85165  0.72657  -1.41726
C  3.35804  -0.07076  -2.42738
C  1.94623  2.84194  -0.62667
C  1.53527  3.51761  0.27547
H  6.93768  -0.00959  -7.10720
H  5.69453  -1.29697  -7.08638
H  7.02220  -1.32439  -5.92058
H  3.13580  2.10881  -5.01423
H  2.26873  3.55024  -3.19821
H  2.77096  0.34230  -0.41031
H  3.69355  -1.07235  -2.19337